(1)
64
Properties=species:S:1:pos:R:3:forces:R:3:lowdin_charge:R:1 method="wB97M-V/def2-TZVPD" max_force_ev_per_a=10.020 multiplicity=6 homo_energy_ev="-11.69 / -13.96" s2=8.77 total_energy_ev=-43816.02949 e_lumo_ev="-5.63 / -9.65" total_charge=+2
P -1.756001 3.884243 -2.567838 0.02 -0.38 1.71 1.104
P 0.262508 -4.154269 2.946516 -0.07 -1.28 -4.25 1.173
C 0.138713 -1.572058 1.594705 0.85 -0.97 0.55 -0.300
C -0.249659 -3.045044 1.478143 -0.55 1.64 0.83 -0.389
H -0.427918 -1.082965 2.410935 0.02 -0.07 -0.41 0.077
H 1.202754 -1.445880 1.858374 -0.42 -0.23 -0.20 0.036
H -1.345773 -3.141288 1.431225 0.35 -0.08 -0.02 0.067
H 0.197707 -3.483132 0.573087 0.06 -0.40 0.53 0.098
C 1.850038 -4.816900 2.284184 0.75 0.26 1.33 -0.219
H 2.619304 -4.598443 3.037165 0.22 -0.22 -0.41 0.056
H 2.128526 -4.339964 1.335733 -0.23 0.08 0.37 0.061
H 1.777150 -5.903641 2.157338 0.01 0.36 0.17 0.058
C -0.829577 -5.592823 2.596876 -0.43 -0.02 1.27 -0.220
H -1.663854 -5.300034 1.949745 0.19 0.06 0.26 0.060
H -1.228947 -5.923058 3.564298 -0.19 -0.31 -0.32 0.059
H -0.261484 -6.414440 2.145952 -0.06 0.31 0.20 0.062
C -3.557310 4.212998 -2.431831 0.21 -0.22 -0.32 -0.296
H -3.767982 4.924199 -3.243812 -0.20 -0.13 0.14 0.059
H -3.835608 4.658260 -1.468453 0.07 -0.17 -0.36 0.048
H -4.122479 3.290935 -2.620452 0.00 0.29 -0.10 0.054
C -1.207260 4.866624 -1.121397 0.14 0.10 -0.25 -0.295
H -0.465672 4.292405 -0.548267 -0.06 0.30 -0.19 0.037
H -2.044779 5.171847 -0.479790 0.37 -0.07 -0.19 0.051
H -0.717485 5.758998 -1.540198 0.02 -0.06 0.32 0.058
Ir -0.300954 -0.137094 0.023179 5.77 1.77 8.00 1.527
C -2.118038 -0.640656 0.058560 -3.60 -0.98 0.30 -0.394
C -1.326095 -1.353829 -0.990542 -1.72 -2.76 -2.61 -0.380
C -1.356624 -1.012034 -2.465245 0.14 -0.37 -0.64 -0.177
C -0.296559 0.068101 -2.757357 -0.27 0.50 -0.16 -0.183
C -0.264753 1.005228 -1.521955 0.97 1.41 -4.37 -0.439
C -1.515048 1.799215 -1.488991 -1.39 -0.41 -1.70 -0.250
C -2.384984 1.836354 -0.298152 -0.42 1.01 0.80 -0.205
C -3.115819 0.459612 -0.190018 -0.21 0.09 -0.05 -0.142
C 0.360228 2.263004 2.210102 -0.49 0.52 0.80 -0.080
H -2.425885 -1.323496 0.854958 -0.03 0.02 -0.15 0.104
H -1.250861 -2.420868 -0.774836 -0.17 0.10 -0.12 0.094
H -2.361924 -0.705120 -2.779100 0.09 0.01 -0.04 0.115
H -1.113096 -1.921388 -3.026179 -0.21 0.22 -0.06 0.122
H 0.689887 -0.383596 -2.908847 -0.21 0.05 0.13 0.102
H -0.526649 0.651438 -3.655606 0.00 -0.18 -0.15 0.119
H 0.630868 1.647031 -1.545707 -0.14 -0.05 0.10 0.113
H -2.118474 1.558973 -2.379633 0.05 -0.05 0.20 0.080
H -3.124953 2.641301 -0.376605 -0.03 -0.19 0.09 0.105
H -1.785729 2.010206 0.615292 -0.43 -0.05 -0.32 0.092
H -3.801603 0.489448 0.665609 0.10 0.22 -0.20 0.130
H -3.727834 0.251981 -1.078922 0.09 0.23 0.06 0.128
H 0.884516 2.144793 3.173839 -0.11 0.06 -0.36 0.100
H -0.713702 2.120330 2.400353 0.31 0.20 0.15 0.068
H 0.506895 3.301584 1.865693 0.01 -0.38 0.09 0.094
C 3.735532 -0.677266 1.026843 -0.07 -0.07 0.26 -0.046
C 3.119523 0.374497 0.100752 -0.22 -0.09 -0.13 -0.608
C 3.928013 1.668747 0.180003 0.03 0.22 0.04 -0.033
C 3.118659 -0.166719 -1.330242 0.00 0.00 -0.08 -0.055
C 1.702017 0.669714 0.531037 -0.62 0.80 0.70 -0.161
C 0.823424 1.293756 1.223060 1.72 -0.66 -1.17 -0.258
H 4.782297 -0.847021 0.744473 -0.24 0.02 0.06 0.101
H 3.193831 -1.628026 0.940497 0.15 0.11 0.03 0.067
H 3.705601 -0.341139 2.071151 0.05 -0.12 -0.18 0.098
H 4.975067 1.467292 -0.078894 -0.20 0.08 0.05 0.100
H 3.532797 2.410468 -0.525341 0.12 -0.09 0.17 0.093
H 3.889685 2.085153 1.194164 0.07 -0.03 -0.22 0.097
H 2.469005 -1.049826 -1.400067 0.15 0.14 -0.04 0.076
H 2.751429 0.598113 -2.025734 0.11 -0.19 0.03 0.084
H 4.135399 -0.454832 -1.623829 -0.21 0.10 0.00 0.102



(2)
50
Properties=species:S:1:pos:R:3:forces:R:3:lowdin_charge:R:1 method="wB97M-V/def2-TZVPD" max_force_ev_per_a=2.651 multiplicity=5 homo_energy_ev="-13.67 / -13.67" s2=6.16 total_energy_ev=-135111.28810 e_lumo_ev="-9.72 / -7.84" total_charge=+2
Mn 7.994016 8.287905 12.647675 -1.09 0.26 -1.77 1.222
C 10.576329 6.174609 11.569879 -0.99 0.64 0.41 0.002
C 10.844725 7.638182 11.253487 0.23 -0.20 0.30 -0.273
C 11.836713 8.050421 10.361126 -0.43 0.88 -0.18 0.037
C 12.066394 9.437601 10.207962 0.55 -0.66 -0.84 0.020
C 11.330598 10.360636 10.943159 -0.25 -0.20 0.34 0.028
C 10.361612 9.875283 11.811106 -0.01 0.56 -0.46 -0.189
N 10.128711 8.560573 11.926082 -1.33 -0.67 0.52 0.076
C 9.476268 10.765983 12.624549 -0.39 -1.19 -0.05 -0.155
C 9.605498 12.116999 12.771818 0.60 0.78 -0.18 0.036
C 8.850412 12.822294 13.698711 -0.75 -1.76 -0.14 0.035
C 7.844938 12.147638 14.393996 0.25 -1.35 -0.96 0.065
C 7.616047 10.757041 14.121461 1.06 1.23 0.14 -0.113
N 8.481506 10.112836 13.276426 -0.83 0.28 0.60 0.037
C 6.622934 9.878231 14.804707 0.06 -0.04 0.00 -0.157
C 5.997462 10.241126 16.004353 -0.12 -1.05 -0.96 0.049
C 5.236848 9.268879 16.668247 1.32 0.71 -2.19 0.016
C 5.141842 8.037073 16.098768 -1.03 -1.17 0.76 0.013
C 5.780413 7.683329 14.915139 0.07 0.58 -0.51 -0.266
C 5.645706 6.332360 14.299027 0.08 -0.32 -0.51 -0.014
N 6.481609 8.628228 14.221374 0.92 0.09 1.19 0.083
H 10.979673 5.540955 10.779870 0.02 -0.09 0.32 0.094
H 9.463311 6.021705 11.620847 0.89 -0.04 -0.16 0.072
H 10.971928 5.917020 12.585169 -0.04 0.14 -0.98 0.113
H 12.303263 7.298785 9.718206 0.16 0.41 0.42 0.137
H 12.816051 9.791126 9.459098 -0.73 -0.35 0.79 0.147
H 11.443543 11.433176 10.827733 0.24 -0.23 -0.08 0.124
H 10.316800 12.646215 12.159388 0.25 0.04 0.10 0.129
H 9.024229 13.854572 13.858936 0.06 0.82 0.11 0.128
H 7.254353 12.733252 15.060382 -0.53 -0.12 0.51 0.120
H 6.003332 11.227451 16.406348 0.48 0.59 0.04 0.120
H 4.722954 9.503199 17.537070 -0.84 0.38 1.56 0.115
H 4.463687 7.347547 16.625306 0.65 -0.12 -0.59 0.149
H 4.932934 5.667455 14.801988 0.02 0.54 0.02 0.101
H 6.608668 5.759829 14.346513 -0.63 0.64 -0.49 0.111
H 5.273805 6.545683 13.268894 0.58 -0.77 0.52 0.098
Br 6.049814 9.930887 8.109688 -0.07 -0.39 -0.23 0.845
C 5.873304 8.039781 8.086451 -0.58 -0.47 -0.97 -0.571
C 5.253195 7.443387 6.956054 0.66 1.60 0.68 -0.093
C 5.089256 6.090265 6.915185 -0.16 -0.86 -0.43 -0.048
C 5.393860 5.292732 8.013137 -0.21 -0.53 -0.13 -0.053
C 5.937141 5.847947 9.133502 -0.25 0.09 0.44 -0.027
C 6.241253 7.209631 9.135621 0.98 1.12 1.85 -0.171
C 6.935435 7.753135 10.382059 -1.40 -0.57 -1.36 -0.515
O 7.407190 8.910693 10.462279 0.48 -1.02 1.77 -0.055
O 6.959466 6.939065 11.420235 1.63 1.76 1.08 -0.107
H 4.934219 8.097719 6.148795 0.09 -0.24 0.05 0.112
H 4.702936 5.607515 6.020706 -0.09 0.22 0.14 0.127
H 5.165855 4.236207 8.003438 -0.02 -0.01 -0.11 0.119
H 6.012835 5.280846 10.060455 0.41 0.04 -0.37 0.125